Computed, not measured: a molecular structure, C24H66As3F21N6O10, with wB97M-V/def2-TZVPD.

XYZ file:
```
130
Properties=species:S:1:pos:R:3:forces:R:3:lowdin_charge:R:1
As 7.1570 0.6090 0.5991 0.977 -2.670 0.828 0.784
As 2.1804 -4.8400 -0.5606 2.435 0.078 -1.702 0.825
As -2.2392 -1.7158 4.3371 -0.676 0.199 1.539 0.796
F -7.5090 -0.2975 -3.5978 0.170 -0.515 0.477 0.145
F 1.5173 -3.5028 -1.4788 -0.563 -0.184 0.138 -0.274
F 6.5119 1.2935 2.0885 -0.249 0.491 -0.380 -0.283
F -0.5239 -1.8252 4.1341 -0.026 -0.272 0.054 -0.232
F -3.9432 -1.4992 4.5548 0.384 -0.190 -0.319 -0.237
F 2.8765 -6.2111 0.2270 -0.567 0.599 0.557 -0.236
F -2.3297 -3.4455 4.6631 -0.054 0.541 -0.182 -0.254
F -2.0757 -0.0230 3.8455 -0.253 -0.710 0.192 -0.268
F 5.7491 -0.4295 0.4109 0.102 1.101 -0.198 -0.260
F 3.0249 -5.3839 -2.0523 -1.034 0.377 0.911 -0.296
F -5.7668 -0.3892 -2.2352 -0.191 -0.626 0.032 0.095
F -2.5029 -2.1597 2.6446 0.148 0.316 -0.116 -0.266
F 8.6610 1.5113 0.8688 -1.198 0.288 -0.528 -0.288
F -2.0032 -1.3785 6.0388 -0.025 0.012 -1.092 -0.240
F 7.8246 -0.0381 -0.8871 -0.432 0.791 0.430 -0.263
F 3.5707 -3.8272 -0.2428 -0.868 -0.502 0.321 -0.245
F 6.2984 1.9014 -0.2742 0.379 0.233 0.084 -0.300
F 1.3718 -4.1358 0.9002 0.067 -0.962 -0.742 -0.288
F 0.7996 -5.8599 -0.9871 0.061 0.818 0.410 -0.278
F -5.5077 -0.1991 -4.3820 0.320 -0.499 -0.138 0.101
F 7.8399 -0.6934 1.5232 0.077 0.596 -0.332 -0.246
O 2.9560 3.7663 0.5646 0.488 0.354 -0.449 -0.216
O 4.0966 -2.6984 2.9077 -1.147 -0.538 -0.206 -0.092
O -4.9204 2.1054 -3.0966 0.986 -0.175 0.632 -0.134
O -6.7849 2.3082 -4.3629 0.576 -1.433 0.992 -0.215
O 3.9945 -1.9141 4.9520 -0.494 -0.801 -0.352 -0.110
O -3.6059 -4.1207 -0.6504 0.516 -0.817 -0.357 -0.207
O -0.3869 -0.7197 -4.1733 0.021 0.692 -0.333 -0.182
O 5.8547 -1.9144 3.8714 -0.455 -1.029 0.143 -0.034
O -1.1228 4.0909 1.4116 0.308 0.273 0.308 -0.174
O -0.4136 -1.3329 0.2154 0.168 -0.386 0.206 -0.178
N 4.7713 6.0261 0.8155 0.463 -0.873 0.726 0.237
N 4.6580 -2.2500 3.9318 1.152 2.853 0.298 -0.619
N 1.3758 -1.6227 2.2803 -0.768 -0.510 -0.893 0.222
N -3.1103 -4.7457 1.9874 0.617 0.467 -0.275 0.230
N -1.9435 0.6618 -5.8561 -0.194 -0.985 -0.821 0.253
N -0.9125 4.8237 4.0456 0.473 0.505 0.412 0.231
C 1.4199 -0.3157 1.4970 -0.677 -1.628 0.099 -0.263
C -6.2892 0.1848 -3.3524 -0.353 1.601 -0.139 -0.564
C -2.8677 2.1132 -1.9364 -0.178 1.566 1.316 -0.069
C 0.3365 -1.3484 -3.1262 -0.909 -0.833 1.190 -0.072
C 5.2230 4.6039 1.1870 0.905 -0.955 -0.274 -0.283
C -1.4036 -1.5101 -4.7314 0.493 -0.636 1.297 -0.209
C -3.3439 -1.4090 -6.2613 0.602 -0.104 -0.370 -0.031
C -1.1879 -6.3040 1.2846 1.134 -0.340 -0.514 -0.040
C -2.5069 -0.6291 -5.2551 -0.373 -0.548 -0.042 -0.301
C -0.7676 2.3246 3.7677 0.468 0.924 -0.527 -0.029
C 2.6589 -0.3453 0.6290 -0.197 1.016 0.314 -0.009
C -0.0478 3.6709 3.5066 -0.722 -1.098 -1.658 -0.250
C -6.3140 1.7252 -3.2477 -1.349 2.338 -2.944 -0.521
C -0.9773 4.3593 0.0336 0.035 0.594 -0.729 -0.089
C 0.0260 -0.1376 0.8291 0.008 -0.590 -0.005 -0.172
C 6.2229 4.7791 2.3264 0.205 -0.614 0.028 -0.030
C -3.9423 -3.9979 -2.0237 0.407 1.065 -0.117 -0.097
C -2.8418 -5.3089 -0.4213 -0.354 0.771 1.166 -0.160
C 4.0181 3.6674 1.4698 0.099 0.779 1.123 -0.180
C 0.1569 3.9301 2.0079 -1.078 -0.310 -0.051 -0.206
C -1.6864 -1.1620 -0.3503 -0.555 0.913 -0.630 -0.118
C -2.0763 -5.1246 0.9028 0.117 -0.158 -0.138 -0.260
C -4.3936 2.3581 -1.8123 0.424 -1.432 -0.791 -0.264
C 3.1649 3.1087 -0.6896 0.020 -0.482 -0.601 -0.068
H 4.3420 2.6321 1.5991 0.492 0.116 -0.041 0.135
H -0.3721 -1.7237 -2.3839 -0.208 -0.231 -0.171 0.052
H 4.1386 2.6497 -0.8938 0.374 0.453 0.729 0.091
H 0.6095 3.0802 1.4933 0.513 -0.086 0.498 0.122
H -2.8856 -5.0560 2.9359 -0.165 -0.709 -0.193 0.155
H -0.6433 -6.7125 0.4268 -0.752 0.198 -0.593 0.072
H -0.6012 5.3772 -0.1262 0.015 0.053 0.105 0.096
H 1.4865 0.3943 2.3216 0.233 0.498 -0.300 0.131
H -4.7443 1.6460 -1.0583 -0.469 0.165 -0.027 0.107
H -1.4663 -4.2259 0.8325 0.163 -0.046 -0.203 0.137
H -0.5713 5.7564 3.7988 0.592 -0.160 0.177 0.169
H -0.9632 4.7553 5.0628 -0.031 0.073 0.043 0.174
H -4.6357 3.3829 -1.5195 0.122 0.051 0.267 0.113
H 2.7055 -1.1796 -0.0681 0.095 -0.265 0.316 0.097
H 5.8536 5.4285 3.1255 -0.269 -0.372 0.217 0.090
H -1.0023 -2.3089 -5.3651 0.059 0.476 -0.736 0.146
H -0.2285 1.5630 3.2040 0.155 -0.007 0.349 0.061
H -2.7427 -1.7816 -7.0975 0.138 0.600 -0.238 0.092
H 0.8783 -0.6359 -2.5090 0.552 0.209 -0.747 0.097
H -0.2569 -6.0024 1.7717 -0.559 0.326 0.894 0.085
H -4.0425 -4.9672 1.6487 -0.154 -0.278 0.465 0.157
H -1.3422 0.3622 -6.6264 0.141 0.140 -0.014 0.171
H 0.8908 -2.2352 -3.4294 0.462 0.376 -0.262 0.096
H -3.5885 -6.1017 -0.3090 0.402 -0.552 -0.273 0.139
H 2.7192 0.5707 0.0376 -0.061 -0.111 0.046 0.047
H 3.4867 -0.3006 1.3372 0.428 -0.539 -0.471 0.087
H 4.9951 6.2278 -0.1549 -0.645 0.169 -0.126 0.175
H -3.6125 -2.3732 -5.8272 -0.515 0.347 0.448 0.100
H -1.6721 -0.3645 -1.1079 0.267 -0.096 -0.185 0.065
H 3.7992 6.1088 1.1086 -0.221 0.294 -0.738 0.158
H -0.7829 2.0627 4.8223 -0.148 -0.104 -0.034 0.098
H -2.6878 1.2169 -6.2826 -0.162 0.162 0.382 0.179
H -3.1341 -0.3812 -4.4014 -0.017 0.681 -0.178 0.135
H -4.3400 -4.8759 -2.5399 -0.657 -0.124 0.698 0.097
H 0.8062 4.7989 1.8490 -0.068 0.178 -0.104 0.119
H -2.4612 -0.7969 0.3343 0.189 -0.402 0.506 0.097
H 0.9661 3.6564 3.9033 -0.273 0.517 0.826 0.154
H -1.3629 1.2228 -5.2344 -0.186 -0.185 0.420 0.161
H 5.7674 4.1810 0.3406 -0.089 0.197 -0.202 0.138
H 2.9895 3.8417 -1.4765 -0.338 -0.204 -0.114 0.090
H -3.0610 -3.7822 -2.6462 0.256 0.237 0.348 0.073
H 0.5843 -1.5709 2.9319 0.624 -0.285 0.252 0.096
H -2.1323 -5.4675 -1.2329 0.073 -0.282 0.092 0.136
H -1.7557 2.3207 3.3087 -0.118 0.127 0.320 0.091
H -1.8738 4.9011 3.6994 0.012 -1.079 -0.340 0.175
H -1.9042 -2.0999 -3.9505 0.046 0.078 0.204 0.120
H 2.2581 -1.9718 2.6966 1.037 0.583 0.763 0.121
H 7.1812 5.2087 2.0229 -0.187 0.102 -0.485 0.100
H -0.7361 0.1168 1.5763 0.108 0.276 0.172 0.103
H -1.6273 -7.1859 1.7470 -0.410 0.341 0.311 0.087
H -2.4316 3.1174 -1.9720 0.410 -0.327 -0.844 0.040
H 2.5158 2.2328 -0.7362 -0.460 0.480 -0.271 0.063
H 0.0177 0.6236 0.0387 0.373 0.421 0.230 0.122
H 1.1996 -2.4638 1.7060 -0.262 0.398 -0.655 0.115
H 6.5124 3.7853 2.6776 -0.249 0.018 0.336 0.098
H 5.3406 6.6242 1.4123 -0.093 0.312 -0.171 0.149
H -3.0841 -3.7295 2.1494 -0.011 0.276 -0.401 0.100
H -2.4497 1.7241 -1.0028 -0.129 -0.291 -0.039 0.050
H -1.9300 4.2814 -0.4857 -0.054 -0.060 0.429 0.075
H 3.5937 4.0161 2.4227 0.003 -0.214 0.130 0.130
H -0.2684 3.6924 -0.4678 -0.047 -0.265 0.243 0.094
H -4.5771 -3.1132 -2.0067 -0.367 -0.287 -0.667 0.093
H -2.5672 1.4748 -2.7606 -0.201 0.060 -0.131 0.054
H -2.0403 -2.0603 -0.8512 0.250 -0.243 0.321 0.079
H -4.2099 -0.8533 -6.6115 -0.152 -0.192 0.090 0.093
H -6.9173 2.1293 -2.4236 0.275 -0.738 1.045 0.140
```
Positions in Å, forces in eV/Å.

HOMO energy: -6.29 eV



Computed, not measured: a molecular structure, C24H66AsF6N6O6, with wB97M-V/def2-TZVPD.

XYZ file:
```
109
Properties=species:S:1:pos:R:3:forces:R:3:lowdin_charge:R:1
As 1.2751 0.6489 -0.3430 1.144 0.382 0.692 0.958
F 2.7428 1.2513 0.4987 -1.343 -0.790 -0.923 -0.278
F 0.9006 -0.3901 1.0912 0.170 0.491 -1.381 -0.299
F 1.6806 1.5941 -1.7728 -0.413 -0.483 1.005 -0.255
F -0.1926 0.0607 -1.1802 1.977 0.492 0.872 -0.273
F 0.3664 2.0008 0.4474 0.714 -1.630 -1.157 -0.275
F 2.2690 -0.7372 -1.0532 -1.495 1.357 0.921 -0.300
O 6.4810 3.3244 -1.7068 -0.981 -0.568 -0.834 -0.201
O -2.9548 -3.1587 0.7015 0.535 -0.261 2.771 -0.194
O -2.8421 -0.0352 3.5210 -0.467 -0.649 2.089 -0.215
O -1.5902 0.7119 -3.5183 0.944 -0.465 0.564 -0.203
O 1.4108 -3.7138 -1.7901 1.532 -0.663 -1.674 -0.253
O 1.4977 4.4516 2.9625 -0.269 -0.293 -0.682 -0.200
N 4.5335 0.1885 -2.7033 0.513 -0.412 0.165 0.016
N -0.4766 -3.2378 -0.0840 1.921 -0.477 2.378 0.329
N -0.1626 6.4404 0.3258 -0.560 -0.065 0.512 0.042
N -0.8410 -2.3213 -2.8469 1.658 -1.634 -0.408 0.116
N -2.5415 -2.4077 6.5075 0.469 -0.128 -0.554 0.036
N -2.7221 -0.7020 -0.8866 -0.464 1.465 -0.976 0.076
C 5.5471 2.2675 -1.5911 0.302 -1.524 -0.870 -0.180
C -0.3564 -3.6307 -3.4186 -0.662 0.387 0.635 -0.405
C 1.1421 -3.8166 -3.2291 0.118 1.564 -0.040 -0.146
C -4.6092 -1.4127 5.7770 -0.106 -0.433 -1.792 -0.069
C -1.1281 4.6608 1.8727 0.996 1.223 -0.633 -0.042
C 1.2944 5.0713 1.6860 0.682 -0.067 0.013 -0.237
C -0.9404 -3.6896 -4.8279 0.991 -0.869 0.436 -0.052
C -2.4170 -0.5786 4.8135 0.718 0.064 -0.968 -0.179
C -0.9764 1.9459 -3.8041 0.686 0.407 -0.169 -0.119
C -2.0245 -3.7036 1.6726 -0.198 -1.649 -1.898 -0.164
C -4.0755 -2.6314 1.4652 -0.258 -0.511 -1.925 -0.081
C -1.7896 0.5966 2.8016 -0.560 -1.463 -0.784 -0.098
C -2.8479 0.9146 -2.9201 -0.818 0.413 0.481 -0.210
C -4.9147 0.0525 -1.6365 0.631 -0.007 -0.995 -0.057
C -3.4461 -0.2401 -2.0809 -1.221 -0.977 -1.679 -0.412
C -3.2048 -1.7731 5.3450 -0.366 0.139 0.657 -0.448
C 2.8273 -3.5950 -1.5703 0.508 -0.789 1.542 -0.092
C 0.4161 -4.6396 1.6235 0.343 0.199 -0.236 0.004
C 6.4831 4.2095 -0.6130 0.478 0.576 -1.082 -0.116
C 5.2888 1.8247 -4.2097 1.036 0.280 -0.560 -0.085
C 2.4413 3.3671 2.9586 -0.243 1.308 0.866 -0.086
C -0.0325 5.7995 1.6357 -0.409 -1.947 1.034 -0.414
C -0.8453 -4.2715 0.8210 -2.672 0.331 1.184 -0.341
C 5.5981 1.1955 -2.8290 -1.642 1.440 0.240 -0.355
H 1.6761 -2.9754 -3.6709 0.040 0.250 -0.164 0.128
H -5.6049 0.1384 -2.4758 0.150 0.348 -0.199 0.073
H -3.8623 -1.6199 1.8109 -0.146 -0.133 0.169 0.077
H -1.1504 6.3830 0.1232 -0.188 0.037 -0.498 0.056
H -1.6285 2.6459 -4.3264 -0.497 0.051 0.135 0.084
H 2.1460 5.7168 1.4712 0.129 0.525 0.153 0.117
H -1.8616 -0.1771 -0.9513 0.374 -0.460 0.502 0.018
H -1.0571 4.2798 2.8915 -0.159 0.220 -0.057 0.069
H 5.7615 1.7289 -0.6680 0.270 -0.536 0.153 0.108
H -3.2547 -0.2048 -0.1872 0.204 -0.124 0.915 0.045
H -1.4161 -0.9802 4.6554 0.438 0.111 0.086 0.115
H -1.1605 1.2658 3.3885 -0.268 0.260 -0.172 0.097
H -1.2209 -5.1659 0.3240 0.187 0.120 -0.308 0.158
H 5.5040 4.4994 -0.2315 -0.247 -0.712 0.320 0.083
H 4.3725 -0.2278 -1.7973 0.334 0.202 0.241 0.043
H 2.9976 -3.0710 -0.6298 -0.251 1.124 -0.514 0.081
H 6.5939 0.7538 -2.8655 -0.076 -0.166 0.153 0.124
H 5.3694 1.1658 -5.0743 0.179 -0.995 0.452 0.064
H 7.1974 3.8210 0.1128 -0.271 0.348 0.520 0.089
H -3.2303 -2.6742 7.1965 -0.033 -0.006 -0.066 0.057
H 1.5748 -4.6930 -3.7116 -0.248 -0.525 0.470 0.134
H -0.0912 6.4785 2.4864 -0.085 0.327 -0.026 0.130
H -1.2005 -0.1994 2.3460 0.723 -0.030 0.294 0.058
H -2.1121 5.0659 1.6369 -0.185 -0.093 0.255 0.064
H -2.0181 -3.5315 -4.7862 0.125 -0.027 0.006 0.087
H 1.9864 2.4247 2.6536 0.285 0.140 -0.471 0.069
H -4.8821 -2.6988 0.7352 -0.135 0.799 -0.040 0.084
H 1.1589 -4.9013 0.8699 0.222 -0.623 0.372 0.084
H -1.7225 -3.0523 2.4928 0.011 0.427 -0.186 0.127
H 3.3414 3.7016 2.4429 -0.022 -0.540 -0.640 0.082
H -0.4714 -2.9472 -5.4737 -0.050 0.014 -0.094 0.085
H -4.9335 0.9737 -1.0541 -0.211 -0.007 0.188 0.078
H -3.5144 -1.0217 -2.8376 0.081 -0.765 0.246 0.115
H -4.5512 -0.6324 6.5358 -0.578 -0.043 -0.138 0.092
H -0.7424 -1.7300 -3.6598 -0.812 0.868 -0.085 0.068
H -4.4536 -3.3049 2.2343 0.655 -0.083 0.498 0.084
H 3.3071 -4.5142 -1.2341 -0.447 -1.012 -0.676 0.080
H -3.2477 -2.4604 4.5001 -0.044 -0.398 0.055 0.110
H -2.4920 -4.6119 2.0525 -0.140 0.095 0.779 0.125
H 3.6400 0.5644 -2.9868 0.020 0.194 0.034 0.040
H -0.0005 7.4310 0.4379 0.270 0.185 -0.117 0.067
H 4.2733 2.1895 -4.3643 0.006 0.522 0.718 0.073
H -0.9134 3.8297 1.2011 -0.069 0.022 -0.097 0.051
H -0.7199 -4.4928 -2.8595 -0.825 0.117 0.256 0.126
H 1.2821 4.4085 0.8208 -0.025 -0.728 0.244 0.109
H -5.0983 -1.1791 4.8313 -0.372 1.183 0.173 0.077
H 6.8164 5.1379 -1.0767 0.584 0.165 0.449 0.084
H -0.5627 2.4159 -2.9119 -0.261 0.073 0.255 0.079
H -0.1240 1.8479 -4.4764 -0.003 -0.685 -0.005 0.088
H 3.4337 -3.2574 -2.4107 -0.513 0.597 0.067 0.098
H -1.8589 -1.8407 6.9899 0.095 0.249 -0.230 0.063
H 0.1740 -5.4335 2.3300 0.029 -0.302 -0.378 0.104
H 6.0448 2.5525 -4.5042 -0.281 0.648 0.441 0.068
H -5.3206 -0.7928 -1.0809 0.345 0.061 0.359 0.065
H -0.0735 -1.9703 -2.2922 -0.051 0.292 0.676 0.032
H 0.8699 -3.8599 2.2353 -0.377 0.486 -0.162 0.098
H -5.1984 -2.2972 6.0191 0.300 -0.089 0.902 0.078
H -2.2949 0.9820 1.9161 0.206 0.960 0.308 0.086
H 4.5171 2.5792 -1.4176 -0.242 0.520 -0.538 0.105
H 0.3964 -3.4996 -0.5192 0.145 -0.323 -2.871 0.066
H -0.0553 -2.5811 0.5573 -0.936 2.357 0.019 0.119
H -2.9006 1.7543 -2.2270 0.629 0.688 -0.081 0.125
H 2.7707 3.2900 3.9948 -0.181 -0.232 0.167 0.078
H -3.4082 1.1668 -3.8204 -1.335 -0.039 0.446 0.128
H -2.3474 0.2068 5.5661 -0.130 0.283 0.040 0.127
H -0.7121 -4.6922 -5.1896 -0.257 0.043 -0.543 0.079
```
Positions in Å, forces in eV/Å.

HOMO energy (spin up / spin down): -8.40 / -8.40 eV
energy above the lowest of the compared OMol25 structures with the same formula, charge and spin: 0.00 kcal per mole
2S+1: 2